{"formula": "C57H76GeN8P3SW", "method": "ωB97M-V with the def2-TZVPD basis set", "gap_ha": [0.193, 0.182], "e_lumo_ha": [-0.2261, -0.2363], "homo_energy_ev": [-11.395, -11.397], "e_tot_ev": -169294.718, "spin_multiplicity": 2, "total_charge": 2, "e_above_lowest_kj_mol": 35.06, "symbols": ["W", "Ge", "S", "P", "P", "P", "N", "N", "N", "N", "N", "N", "N", "N", "C", "C", "C", "C", "C", "C", "C", "C", "C", "C", "C", "C", "C", "C", "C", "C", "C", "C", "C", "C", "C", "C", "C", "C", "C", "C", "C", "C", "C", "C", "C", "C", "C", "C", "C", "C", "C", "C", "C", "C", "C", "C", "C", "C", "C", "C", "C", "C", "C", "C", "C", "C", "C", "C", "C", "C", "C", "H", "H", "H", "H", "H", "H", "H", "H", "H", "H", "H", "H", "H", "H", "H", "H", "H", "H", "H", "H", "H", "H", "H", "H", "H", "H", "H", "H", "H", "H", "H", "H", "H", "H", "H", "H", "H", "H", "H", "H", "H", "H", "H", "H", "H", "H", "H", "H", "H", "H", "H", "H", "H", "H", "H", "H", "H", "H", "H", "H", "H", "H", "H", "H", "H", "H", "H", "H", "H", "H", "H", "H", "H", "H", "H", "H"], "positions_angstrom": [[0.205325, -0.007880, 0.172033], [-1.403458, -2.241706, -0.217431], [-0.322848, 1.982515, -1.251993], [-0.319428, -0.500840, -2.816203], [1.819348, -2.278317, 0.135260], [-2.552004, 0.880705, 0.728899], [-3.206519, -1.731332, 1.056483], [-2.922473, -3.972278, -0.133656], [0.687820, 2.990314, 1.010713], [-0.475631, -3.680235, 0.693177], [0.465399, 1.724062, 1.445996], [0.587073, 4.408163, -0.742797], [-1.303917, -2.908756, -1.966455], [-0.178652, -0.589617, 2.322763], [-1.395938, -4.934726, -3.358503], [-1.988582, 1.448711, -4.159724], [4.593676, -1.675729, 0.599273], [-1.684004, -5.999783, 3.355537], [3.248747, -2.805708, -2.359735], [3.265197, 1.542740, 0.046274], [2.996071, -1.325310, 2.516936], [5.203473, 3.029383, -0.359869], [3.302003, -2.159274, 1.272588], [-3.794028, 1.189987, -0.638951], [-2.571811, -4.811112, -1.288724], [-1.847287, -6.238085, -3.522893], [-4.264299, -3.468010, -0.091348], [-5.363099, -3.990900, -0.726208], [-5.668519, -1.936148, 1.151992], [-6.632170, -3.500922, -0.406081], [-4.319189, -0.081710, -1.321085], [-2.425205, 2.227082, 3.258753], [4.280731, 2.051608, -0.818783], [-1.241187, -4.537283, 1.478394], [1.033304, 2.711353, 3.602716], [-2.639976, -6.845646, -2.558332], [-2.829287, -0.910667, -4.109641], [0.388500, 3.191444, -0.237332], [2.296858, 0.567740, -0.446858], [4.292460, 2.865900, 1.837488], [-0.725368, -1.707322, 2.828300], [2.523801, -3.444904, -1.168204], [-2.948774, 2.332790, 1.822198], [3.683098, 0.477697, -2.506410], [0.854666, -0.201711, -4.218723], [0.611826, 1.603725, 2.701630], [-5.016128, 2.031113, -0.248425], [5.208252, 3.447455, 0.933845], [-3.483833, -5.362709, 1.909477], [-0.788626, -5.246013, 2.593777], [4.449223, 1.521433, -2.119297], [-6.777207, -2.515672, 0.579139], [-2.508980, 3.661000, 1.182952], [-1.751752, -4.202670, -2.224691], [0.307147, 0.038968, 4.574753], [-2.584098, -4.645079, 1.141347], [-4.365238, -2.345356, 0.760130], [-0.175399, -1.158671, 5.067286], [1.521528, -4.513434, -1.656719], [-1.984003, 0.128416, -3.366676], [0.263854, 0.299024, 3.222305], [0.895077, -3.511374, 1.134494], [-2.995865, -6.122456, -1.430286], [-0.545647, -2.290947, -3.026365], [-3.031414, -6.046361, 3.035055], [3.370122, 1.956720, 1.403368], [-3.312010, -0.461206, 1.733029], [-0.738979, -2.032604, 4.165657], [1.287903, 1.267200, -4.372642], [2.631197, 0.034436, -1.678915], [0.363759, -0.769334, -5.553952], [-2.758570, -0.481082, 2.671853], [2.740164, 1.497569, 2.135823], [-2.971943, -7.873232, -2.677669], [4.333136, 3.133793, 2.891494], [2.246561, 1.309295, -4.896401], [1.738545, -5.491909, -1.218164], [2.535917, -2.449009, -3.113045], [-3.019337, -1.809066, -3.516854], [1.596445, -4.627021, -2.742587], [1.732722, -0.779366, -3.924719], [1.410172, 1.774939, -3.420189], [0.458286, -2.732595, -3.105546], [0.282615, 2.893119, 4.379352], [3.899950, -1.977622, -2.086100], [3.864015, -3.572876, -2.838831], [0.712870, 0.795471, 5.235898], [-1.559326, -6.791907, -4.411511], [1.135179, -0.574716, -6.305086], [-2.449980, 0.329908, -2.416878], [-2.640614, 3.687106, 0.095534], [-3.009543, 1.849608, -4.158156], [0.398139, 4.599121, -1.708706], [3.449697, -3.197892, 1.571071], [-4.032556, 2.304368, 1.872435], [0.564777, 1.824063, -4.972042], [-5.664585, 2.096529, -1.127427], [-4.334475, -0.162868, 1.954865], [1.190207, 3.619669, 3.038849], [0.487803, -4.281548, -1.415455], [3.855245, -0.006880, -3.465323], [-5.255861, -4.797074, -1.436609], [-1.336237, 2.208098, -3.743353], [-1.194761, -2.380927, 2.142381], [5.234754, 1.916253, -2.759795], [2.075089, -0.790982, -2.053003], [-3.725063, -6.624431, 3.636903], [4.936426, -2.365639, -0.177732], [1.969677, 2.439215, 4.103332], [1.425504, -4.460805, 1.052114], [-0.133949, -1.390221, 6.127484], [5.931442, 4.179017, 1.278634], [-1.455402, 3.851428, 1.397503], [2.305472, -1.826922, 3.202392], [4.488640, -0.684150, 0.160947], [-5.119401, -0.517385, -0.724291], [-5.799970, -1.164355, 1.898406], [-0.747970, -4.500910, -4.112231], [0.200919, -1.849560, -5.528756], [-3.798968, -0.460546, -4.348484], [-1.710186, 1.287179, -5.204430], [-3.595409, -6.586236, -0.653302], [-1.191817, -2.969059, 4.472865], [3.920503, -1.123181, 3.066996], [-2.814438, 1.353640, 3.792446], [-5.603466, 1.557054, 0.546522], [-7.507997, -3.923960, -0.887640], [-3.091743, 4.485801, 1.609922], [-2.740069, 3.114313, 3.815563], [-4.774732, 3.051647, 0.048289], [3.274945, -3.932555, -0.554366], [0.257875, -5.224882, 2.874080], [1.000171, 5.124758, -0.163408], [-7.767979, -2.196570, 0.882455], [-3.214875, 1.770089, -1.360245], [-2.372636, -1.204931, -5.059255], [5.383864, -1.622210, 1.354568], [2.571792, -0.373432, 2.226134], [0.963329, -3.202141, 2.180279], [-1.341914, 2.197209, 3.283102], [-1.041110, -2.443945, -3.980971], [-3.574011, -0.856007, -1.487250], [-1.316758, -6.551063, 4.215720], [-0.553125, -0.285621, -5.898286], [5.941538, 3.407479, -1.063683], [-4.749941, 0.180927, -2.290463], [-4.534278, -5.407372, 1.632022]], "atomic_forces_ev_per_a": [[-1.2, 0.1, -1.8], [-1.1, -0.7, 1.1], [0.3, -0.1, 0.0], [-0.5, -0.2, 0.3], [-0.2, 0.0, 0.7], [-0.3, -0.6, 0.3], [1.9, 0.5, 0.3], [0.3, -0.8, -0.1], [0.1, 0.2, -0.7], [0.3, 0.3, 0.1], [-0.1, 0.5, -0.9], [0.0, 0.2, 0.0], [-0.2, 0.8, -0.4], [-0.1, -0.4, -0.4], [0.1, -0.1, -0.2], [-0.1, -0.1, -0.1], [0.1, -0.2, -0.1], [0.1, 0.0, 0.0], [0.1, -0.2, 0.0], [0.1, 0.0, 0.2], [0.1, -0.3, 0.1], [0.0, 0.0, -0.2], [0.1, 0.6, -0.1], [0.2, 0.0, -0.2], [-0.3, 0.1, 0.7], [0.0, -0.1, 0.0], [-0.1, 0.5, 0.4], [-0.5, 0.0, 0.1], [0.9, -0.1, 0.0], [-0.2, 0.1, 0.1], [-0.2, 0.0, 0.1], [-0.3, 0.0, 0.0], [-0.1, 0.1, 0.1], [0.0, -0.1, 0.2], [0.1, 0.0, 0.4], [0.0, -0.1, -0.1], [-0.1, 0.0, -0.1], [0.1, -0.1, 0.2], [0.3, 0.0, -0.3], [0.1, 0.1, 0.0], [-0.1, -0.1, -0.2], [-0.3, 0.4, -0.7], [0.9, 0.3, 0.0], [-0.1, -0.1, -0.2], [0.3, 0.4, 0.2], [0.3, -0.3, 1.4], [-0.1, 0.0, 0.0], [0.0, 0.0, 0.2], [-0.1, 0.0, -0.2], [0.0, 0.0, 0.1], [0.2, 0.2, -0.1], [-0.1, -0.7, -0.7], [-0.1, 0.1, 0.1], [-0.1, -0.1, -0.2], [0.1, 0.3, 0.4], [-0.3, 0.1, -0.7], [-1.4, -0.6, -0.6], [0.1, 0.0, 0.3], [0.1, -0.2, 0.1], [0.2, 0.3, -0.2], [0.4, 0.3, 0.5], [-0.5, 0.0, -0.4], [0.0, 0.0, 0.1], [0.4, -0.3, 0.5], [0.0, 0.0, 0.0], [0.1, 0.1, -0.2], [0.8, -0.2, -0.4], [-0.2, -0.2, 0.2], [-0.1, 0.0, -0.2], [0.2, 0.4, 0.5], [-0.1, 0.0, -0.1], [-0.2, 0.1, 0.2], [0.0, 0.0, 0.1], [0.1, 0.2, 0.0], [0.0, -0.1, -0.2], [-0.1, 0.0, 0.0], [0.0, 0.1, 0.0], [0.2, -0.1, 0.1], [0.0, 0.1, -0.1], [0.0, 0.0, 0.2], [0.0, 0.0, -0.1], [0.0, 0.0, 0.0], [-0.1, 0.0, -0.1], [0.1, 0.0, -0.1], [0.0, -0.2, 0.0], [-0.1, 0.0, 0.0], [-0.1, -0.1, 0.0], [0.0, 0.1, 0.1], [-0.1, 0.0, 0.1], [-0.1, 0.1, 0.1], [0.0, 0.0, 0.2], [0.1, -0.1, 0.0], [0.0, 0.1, -0.1], [0.0, -0.2, 0.0], [-0.1, -0.1, 0.0], [0.1, -0.1, 0.1], [0.0, 0.0, 0.1], [0.0, 0.0, -0.1], [0.0, 0.0, 0.0], [0.2, -0.1, 0.0], [0.0, 0.1, 0.1], [0.0, -0.1, 0.0], [0.0, 0.0, 0.0], [0.0, 0.0, 0.1], [-0.1, -0.1, 0.1], [-0.3, -0.2, 0.0], [0.1, 0.1, -0.1], [0.0, 0.1, 0.1], [-0.1, 0.0, 0.0], [0.1, -0.1, 0.0], [0.0, 0.1, -0.1], [-0.1, -0.1, 0.0], [-0.2, 0.0, 0.0], [0.0, 0.1, -0.1], [0.0, 0.0, 0.0], [0.1, 0.0, -0.1], [-0.1, -0.1, 0.0], [-0.1, -0.1, 0.1], [0.0, 0.1, 0.0], [0.1, 0.0, 0.0], [0.0, 0.0, 0.1], [0.0, 0.1, 0.0], [0.0, 0.1, -0.1], [-0.1, 0.0, -0.1], [0.1, 0.1, -0.1], [0.1, 0.0, -0.1], [0.1, 0.1, 0.1], [0.1, -0.1, -0.1], [0.0, 0.0, 0.0], [0.0, -0.1, 0.0], [0.2, -0.1, 0.2], [-0.1, 0.0, 0.0], [-0.1, -0.1, -0.1], [0.1, 0.0, 0.0], [0.0, 0.1, -0.1], [-0.1, 0.1, 0.1], [-0.1, 0.0, -0.1], [0.0, 0.1, 0.0], [0.1, 0.0, 0.1], [-0.3, 0.1, 0.0], [0.0, 0.0, 0.0], [0.0, -0.1, 0.1], [0.0, 0.1, -0.1], [0.2, -0.1, 0.0], [-0.1, -0.1, 0.1], [0.0, 0.0, 0.1], [0.2, 0.1, 0.0]], "mulliken_spin": [0.7235, -0.0257, 0.0145, 0.0073, 0.0512, 0.0461, -0.0196, -0.0034, -0.0038, -0.0073, -0.0346, -0.0045, -0.0117, -0.0089, 0.0009, -0.0025, 0.0022, 0.0005, 0.0043, 0.0184, 0.0082, 0.0116, -0.0252, 0.0023, 0.0001, 0.0003, 0.0003, 0.0038, 0.0038, -0.0034, -0.0043, 0.0066, -0.0081, -0.0022, 0.0064, -0.0020, 0.0003, 0.0290, -0.0396, 0.0109, 0.0530, -0.0133, -0.0087, -0.0060, 0.0021, 0.0634, -0.0043, -0.0051, 0.0027, 0.0035, 0.0266, 0.0013, 0.0024, -0.0035, -0.0064, -0.0024, 0.0005, 0.0161, -0.0018, 0.0032, 0.0079, 0.0129, 0.0072, 0.0046, -0.0003, 0.0200, -0.0197, -0.0037, 0.0031, 0.0547, -0.0027, 0.0048, -0.0143, 0.0001, -0.0002, 0.0005, -0.0003, -0.0008, -0.0014, 0.0002, 0.0047, -0.0007, -0.0078, 0.0014, -0.0020, -0.0004, 0.0010, 0.0000, -0.0002, 0.0067, -0.0017, -0.0003, -0.0011, -0.0008, -0.0021, 0.0005, 0.0001, -0.0007, -0.0002, 0.0004, -0.0005, -0.0005, 0.0012, 0.0048, -0.0010, 0.0621, 0.0001, -0.0001, -0.0001, -0.0015, -0.0010, -0.0001, -0.0011, 0.0018, 0.0003, -0.0009, -0.0015, -0.0005, 0.0008, 0.0003, 0.0003, 0.0000, 0.0005, -0.0013, 0.0004, 0.0003, 0.0002, 0.0008, 0.0004, 0.0000, -0.0007, -0.0003, -0.0005, -0.0002, -0.0002, 0.0005, 0.0008, -0.0036, 0.0052, -0.0007, -0.0061, 0.0030, -0.0002, 0.0002, 0.0001, 0.0001, -0.0002]}